No. 1
DFT (ωB97M-V with the def2-TZVPD basis set) results for a molecular structure, C23H32BFN6S2SiV.

Calculated values
gap between HOMO and LUMO (spin up / spin down)	6.682 / 7.413	eV
multiplicity	4
total charge	0
⟨S²⟩	3.774
HOMO level (spin up / spin down)	-6.31 / -7.30	eV

Structure (XYZ):
```
67
C23H32BFN6S2SiV (ωB97M-V with the def2-TZVPD basis set)
V 0.594 0.385 0.502
S 0.896 -0.129 2.877
S -1.318 -1.074 0.317
Si 1.212 1.958 -2.236
F 2.471 -1.015 0.466
N 0.161 -3.422 0.564
N -0.638 1.818 0.773
N 1.263 0.455 -1.393
N -0.376 -2.577 2.924
N -1.516 -0.937 3.799
N -0.514 -2.929 -1.460
C 2.180 -1.071 -3.123
C 0.558 -4.425 -0.288
C 2.475 2.111 -3.641
C -0.356 -1.257 3.167
C -2.291 -2.072 3.914
C -3.353 4.781 2.388
C -2.396 3.786 1.803
C 1.658 3.328 -0.988
C 3.593 -2.905 -2.424
C -1.961 0.405 4.091
C -1.573 -3.081 3.381
C -0.506 2.268 -2.968
C -1.916 1.931 0.348
C -1.127 -2.193 -2.544
C -1.063 3.713 2.197
C -2.800 2.869 0.834
C 2.000 -0.632 -1.797
C 3.424 -2.521 -1.099
C 2.961 -2.177 -3.421
C 0.142 -4.131 -1.539
C -0.486 -2.500 -0.166
C -0.236 2.750 1.664
C 2.645 -1.423 -0.839
B 0.616 -3.425 2.091
H -1.284 2.188 -2.208
H -0.773 -1.163 -2.525
H -2.238 1.215 -0.394
H -1.092 1.052 4.163
H -0.850 -2.658 -3.488
H 3.401 1.584 -3.401
H 2.098 1.713 -4.585
H 2.163 2.903 -0.116
H 3.886 -3.054 -0.278
H 4.205 -3.764 -2.666
H -1.809 -4.126 3.286
H 2.719 3.163 -3.803
H -0.563 3.269 -3.403
H -2.606 0.769 3.287
H -3.260 -2.063 4.379
H 3.078 -2.478 -4.455
H -0.664 4.413 2.920
H -2.847 5.449 3.082
H 0.533 -4.564 2.468
H -3.817 5.379 1.603
H 0.276 -4.659 -2.467
H -2.211 -2.187 -2.436
H 0.781 3.879 -0.643
H 1.101 -5.279 0.077
H -2.515 0.415 5.029
H -4.149 4.266 2.928
H -0.725 1.544 -3.756
H 1.722 -2.975 2.151
H 0.797 2.685 1.980
H 2.342 4.051 -1.437
H 1.687 -0.519 -3.914
H -3.813 2.890 0.452
```



No. 2
DFT (ωB97M-V with the def2-TZVPD basis set) results for 10 unconnected molecules or ions with the total composition C17H43N9O21S.

Calculated values
gap between HOMO and LUMO	8.791	eV
multiplicity	1
total charge	0
HOMO level	-9.26	eV
SMILES	CC(C)COC(=O)OCCCS.C[N+](=O)[O-].C[N+](=O)[O-].C[N+](=O)[O-].C[N+](=O)[O-].C[N+](=O)[O-].C[N+](=O)[O-].C[N+](=O)[O-].C[N+](=O)[O-].C[N+](=O)[O-]

Structure (XYZ):
```
91
C17H43N9O21S (ωB97M-V with the def2-TZVPD basis set)
S -4.821 -4.041 0.941
O -1.423 -0.510 2.926
O 3.756 -2.503 -1.507
O 1.257 1.890 -6.283
O 1.071 0.703 0.494
O -0.425 -2.836 2.630
O -1.022 7.986 -7.817
O -3.696 5.828 1.367
O -6.810 -4.823 -3.586
O 3.434 1.723 -5.989
O 1.404 3.630 5.224
O 0.263 5.553 -3.276
O 3.720 -5.529 6.701
O 0.841 4.554 -1.401
O -2.063 4.739 2.368
O 0.871 -0.889 3.537
O 3.037 2.541 6.225
O -4.638 -4.956 -3.243
O 2.611 -5.574 4.798
O -0.414 6.317 -6.513
O -0.835 1.784 0.261
O 5.176 -3.698 -2.693
N 2.693 -5.414 6.021
N 0.342 1.693 0.630
N 2.401 2.357 -6.233
N 4.437 -2.723 -2.515
N -5.802 -5.351 -3.103
N -3.137 4.796 1.756
N -0.638 7.512 -6.741
N 1.963 2.598 5.614
N 0.482 4.553 -2.584
C -0.429 8.470 -5.622
C 2.542 3.816 -6.490
C 0.297 3.224 -3.228
C 0.940 2.879 1.301
C -3.345 -2.872 0.656
C 4.355 -1.720 -3.612
C -3.362 -1.730 1.837
C -0.258 -1.441 3.065
C -3.821 3.509 1.460
C 1.279 1.311 5.317
C 1.890 -3.355 1.501
C -6.013 -6.571 -2.278
C -2.053 -0.719 1.613
C 0.824 -3.607 2.720
C 3.279 -2.768 2.164
C 1.440 -5.050 6.736
C 1.312 -2.485 0.237
H -6.657 -6.296 -1.441
H -3.914 3.427 0.375
H 0.189 3.671 1.353
H 1.660 -4.941 7.801
H 0.511 -4.757 2.686
H 3.835 -1.985 1.463
H -2.472 0.276 1.115
H -3.182 -2.312 2.863
H 2.220 -2.369 -0.528
H 3.597 4.087 -6.414
H 1.186 1.229 4.232
H -6.487 -7.321 -2.915
H -0.094 7.917 -4.742
H 2.165 4.010 -7.496
H 0.300 1.340 5.799
H 0.330 9.187 -5.940
H 1.085 -4.106 6.318
H -1.384 8.962 -5.428
H 3.314 -1.672 -3.938
H 1.246 2.571 2.303
H -2.384 -3.550 0.767
H -3.376 -2.387 -0.433
H 1.796 3.198 0.704
H 0.721 -5.855 6.571
H 2.167 -4.434 1.072
H 1.881 0.491 5.715
H 1.371 -3.444 3.766
H 0.433 -2.990 -0.349
H -4.800 3.537 1.942
H -3.219 2.689 1.858
H -5.044 -6.927 -1.919
H -0.019 3.374 -4.262
H -4.366 -1.130 1.872
H 3.964 -3.714 2.391
H 1.256 2.703 -3.189
H -0.470 2.689 -2.664
H 5.002 -2.040 -4.431
H -1.339 -1.207 0.808
H 0.957 -1.397 0.512
H 1.953 4.342 -5.736
H -4.634 -4.677 2.180
H 3.097 -2.219 3.183
H 4.690 -0.763 -3.208
```



No. 3
DFT (ωB97M-V with the def2-TZVPD basis set) results for C4H8O in the gas phase.

Calculated values
gap between HOMO and LUMO	11.378	eV
multiplicity	1
total charge	0
HOMO level	-10.22	eV
SMILES	CC[C@H]1CO1

Structure (XYZ):
```
13
C4H8O (ωB97M-V with the def2-TZVPD basis set)
O -1.668 -0.050 -1.306
C -0.450 -0.595 -1.790
C 1.013 0.358 1.396
C -0.466 0.347 -0.668
C -0.304 -0.093 0.766
H -0.308 -1.658 -1.595
H 1.042 0.086 2.456
H 1.132 1.446 1.334
H -0.153 -0.258 -2.782
H -0.397 -1.184 0.818
H 1.880 -0.100 0.909
H -0.176 1.380 -0.874
H -1.144 0.321 1.335
```



We obtain maximum force values of 0.0610, 0.1691, 0.0058 Eh/bohr for the records listed above, in that order.